# C22H32Br2Ge2N3O8P2W

A structure of composition C22H32Br2Ge2N3O8P2W in a non-equilibrium geometry (the ωB97M-V functional and the def2-TZVPD basis, the Open Molecules 2025 dataset).

Geometry as ORCA input:
```
! RIJCOSX wB97M-V def2-TZVPD def2/J DEFGRID3
* xyz 0 4
W 0.34 0.20 -0.58
Br -0.68 1.61 -2.49
Br -2.09 -0.77 -0.69
Ge 0.65 -2.22 0.26
Ge 0.30 -1.52 -2.76
P 2.62 1.92 -1.11
P 0.25 2.77 0.80
O 3.87 1.92 -0.36
O 2.70 2.64 -2.51
O -0.65 1.47 0.49
O 0.82 2.94 2.12
O 1.36 2.72 -0.45
O 1.95 0.50 -1.56
O -0.09 -1.18 1.51
O -0.63 3.97 0.32
N 3.33 0.38 2.66
N 1.74 0.32 0.86
N 5.76 0.56 3.07
C -0.25 -3.92 0.26
C 1.12 -3.29 -2.60
C 0.00 -6.33 0.31
C -1.38 -6.48 0.25
C 2.56 0.38 1.71
C -1.64 -4.09 0.18
C -2.20 -5.36 0.19
C -2.23 -1.42 2.68
C -1.32 -2.04 -3.65
C 5.21 -2.70 1.42
C -3.68 0.25 -3.69
C -0.72 -1.30 2.83
C 2.53 -2.52 0.63
C -0.15 -2.52 3.54
C -0.36 -0.04 3.59
C 4.64 0.49 2.83
C 2.88 -3.11 1.85
C 4.21 -3.20 2.24
C 3.55 -2.06 -0.20
C 4.88 -2.14 0.19
C 1.33 -0.64 -4.15
C 0.56 -5.06 0.30
H -0.68 -2.66 4.48
H -1.24 -2.14 -4.73
H 1.64 -4.97 0.32
H 2.30 -0.28 -3.82
H -4.47 0.01 -2.99
H 4.46 -3.64 3.19
H 0.91 -2.37 3.75
H -2.09 -2.63 -3.17
H 1.32 -3.55 -3.65
H 6.24 -2.74 1.73
H -3.64 1.23 -4.13
H -2.64 -0.54 2.19
H -2.51 -2.30 2.11
H -1.04 3.83 -0.54
H 5.65 -1.75 -0.46
H 3.32 -1.60 -1.15
H 0.75 0.18 -4.56
H -2.28 -3.23 0.12
H -0.63 0.85 3.01
H 3.47 3.23 -2.54
H -0.90 -0.01 4.53
H -0.28 -3.43 2.95
H 0.64 -7.20 0.34
H -2.87 -0.45 -3.83
H 0.43 -4.01 -2.19
H 2.06 -3.35 -2.05
H -2.68 -1.50 3.68
H 1.46 -1.43 -4.89
H -1.82 -7.47 0.25
H 0.71 0.01 3.80
H -3.27 -5.48 0.14
H 2.12 -3.51 2.50
*
```

Summary:
Energy above the lowest of the compared OMol25 structures with the same formula, charge and spin in eV: 0.772
Electronic energy in Eh: -11675.48758
Frontier orbital gap (spin up / spin down) in Ha: 0.2282 / 0.2136

# C22H32Cl6F12O8

A cluster of 7 separate species, C22H32Cl6F12O8 in total in a non-equilibrium geometry (the ωB97M-V functional and the def2-TZVPD basis, the Open Molecules 2025 dataset).

Geometry as ORCA input:
```
! RIJCOSX wB97M-V def2-TZVPD def2/J DEFGRID3
* xyz 0 1
Cl 2.16 -4.24 -1.76
Cl -3.06 -1.21 2.42
Cl 0.52 1.82 -4.14
Cl 4.34 -6.08 0.08
Cl -5.64 -0.90 -0.89
Cl -0.80 5.53 -5.86
F 5.73 0.09 -4.82
F -1.10 0.99 2.67
F 1.05 0.76 2.43
F 0.05 2.56 1.72
F 6.89 -1.49 -5.73
F -0.36 -2.54 5.35
F -2.35 6.31 0.96
F -1.63 5.82 2.95
F -0.64 5.02 1.19
F 6.82 0.45 -6.66
F 1.79 -2.30 5.64
F 0.65 -0.77 4.62
O -3.19 3.65 0.69
O 5.07 -1.70 -7.71
O 0.50 -0.38 0.21
O -3.15 3.81 2.93
O 0.28 -1.82 7.94
O 3.78 -0.27 -6.54
O -1.26 0.96 -0.20
O 0.29 0.24 7.05
C 0.37 -0.94 6.96
C -4.05 2.72 3.10
C 0.33 -1.08 -1.03
C 4.90 -0.89 -6.84
C 3.42 -5.33 -2.37
C -0.58 3.79 -5.62
C 1.43 -0.74 -2.03
C -3.51 -1.50 0.72
C -0.35 0.60 0.47
C 0.02 3.54 -4.25
C -0.02 -1.32 9.24
C -4.32 -0.33 0.17
C 6.10 -0.45 -5.99
C -1.83 5.33 1.71
C -1.52 -1.14 9.42
C -0.07 1.23 1.86
C 1.59 -1.26 -6.49
C 0.60 -1.66 5.61
C 3.64 -6.53 -1.49
C 2.60 -0.51 -7.34
C -5.27 3.21 3.84
C -2.79 4.12 1.72
H -4.81 0.21 0.97
H 2.75 -7.13 -1.34
H -3.61 1.88 3.63
H 0.12 3.44 -6.38
H -5.89 3.88 3.23
H -1.84 -0.40 8.68
H 4.34 -4.77 -2.51
H -5.00 3.71 4.77
H 0.45 -0.35 9.43
H 2.34 -1.33 -1.93
H -1.52 3.26 -5.73
H -4.33 2.29 2.13
H -0.71 3.74 -3.46
H -4.10 -2.41 0.65
H -5.92 2.36 4.08
H 0.99 -0.95 -3.01
H 1.72 0.31 -1.98
H -0.64 -0.87 -1.47
H -2.09 -2.06 9.28
H 2.90 -1.13 -8.19
H -2.57 -1.63 0.18
H 0.43 -2.03 9.93
H 0.71 -1.38 -7.12
H 0.91 4.12 -4.03
H 3.10 -5.68 -3.36
H -3.69 0.35 -0.40
H -1.70 -0.73 10.41
H 0.35 -2.15 -0.83
H 2.26 0.42 -7.79
H 2.03 -2.20 -6.17
H 4.35 -7.20 -1.98
H 1.29 -0.71 -5.61
*
```

Summary:
Energy above the lowest of the compared OMol25 structures with the same formula, charge and spin in eV: 0.529
SMILES: CCOC(=O)C(F)(F)F.CCOC(=O)C(F)(F)F.CCOC(=O)C(F)(F)F.CCOC(=O)C(F)(F)F.ClCCCl.ClCCCl.ClCCCl
Electronic energy in Eh: -5419.02686
Frontier orbital gap in Ha: 0.4091

# C22H32IrN5OS

A structure of composition C22H32IrN5OS in a non-equilibrium geometry (the ωB97M-V functional and the def2-TZVPD basis, the Open Molecules 2025 dataset).

Geometry as ORCA input:
```
! RIJCOSX wB97M-V def2-TZVPD def2/J DEFGRID3
* xyz 2 1
Ir -1.48 0.04 -0.56
S -2.02 2.19 0.17
O 4.15 -2.35 0.68
N -2.81 -1.44 -0.11
N 4.33 -0.13 0.25
N -2.35 1.95 2.90
N 0.12 -1.16 -0.93
N -0.83 3.37 2.26
C 1.25 -2.73 -2.31
C -3.54 -0.38 -4.75
C -2.68 0.70 -4.54
C 2.46 -1.48 -0.65
C -1.72 2.48 1.86
C 3.24 2.09 0.55
C 0.10 -2.08 -1.92
C -0.90 3.61 3.72
C 5.36 -0.14 2.53
C 3.73 -1.33 0.16
C 3.86 1.09 -0.41
C 1.28 -0.87 -0.32
C -2.31 -0.05 -2.31
C 2.44 -2.44 -1.66
C -1.96 2.58 4.17
C -2.22 -2.44 0.82
C 5.58 -0.06 1.02
C -3.99 -0.80 0.51
C -3.23 -2.11 -1.38
C -3.79 -1.28 -3.73
C -3.16 -1.13 -2.50
C -2.06 0.88 -3.31
H 6.31 0.00 3.04
H -2.03 -1.97 1.78
H 1.23 -0.14 0.49
H -2.49 1.40 -5.34
H 6.21 -0.89 0.70
H 4.67 0.64 2.87
H 0.07 3.44 4.17
H -2.55 -2.95 -1.56
H 6.07 0.87 0.75
H 4.96 -1.11 2.81
H -1.20 4.64 3.91
H 1.21 -3.47 -3.10
H -2.91 -3.27 0.96
H 2.81 2.93 -0.01
H 2.45 1.63 1.15
H 4.73 1.55 -0.90
H 3.98 2.50 1.23
H -3.17 1.38 2.80
H -3.70 -0.34 1.45
H -4.39 -0.04 -0.16
H 3.36 -2.95 -1.92
H -0.84 -2.28 -2.39
H -0.31 3.94 1.62
H -2.81 3.05 4.65
H -1.55 1.83 4.85
H -1.41 1.73 -3.14
H -4.45 -2.12 -3.89
H -4.75 -1.56 0.70
H -1.29 -2.81 0.41
H -4.23 -2.54 -1.27
H 3.16 0.83 -1.20
H -4.02 -0.50 -5.71
*
```

Summary:
Energy above the lowest of the compared OMol25 structures with the same formula, charge and spin in eV: 0.972
Electronic energy in Eh: -1708.52938
Frontier orbital gap in Ha: 0.2648

# C22H32MnNO3PSSb

A structure of composition C22H32MnNO3PSSb in a non-equilibrium geometry (the ωB97M-V functional and the def2-TZVPD basis, the Open Molecules 2025 dataset).

Geometry as ORCA input:
```
! RIJCOSX wB97M-V def2-TZVPD def2/J DEFGRID3
* xyz 2 5
Sb -0.18 2.54 -2.00
Mn 0.16 0.29 -0.56
S 0.25 -3.36 -3.14
P 0.61 0.25 1.76
O -0.90 0.80 1.30
O 0.61 0.53 3.30
O 0.34 -1.29 1.50
N -0.43 -1.43 -1.62
C -1.35 -3.39 -2.46
C -3.75 -3.01 -1.17
C 0.90 4.09 -1.00
C 1.83 0.03 -1.58
C 4.11 0.44 -2.18
C 1.67 0.16 5.44
C 1.82 -1.13 -2.35
C 2.96 0.83 -1.49
C 0.26 -3.12 3.10
C -1.55 -2.27 -1.66
C -2.36 -4.34 -2.64
C -0.56 -2.14 2.32
C -3.55 -4.13 -1.98
C -2.76 -2.07 -1.00
C 2.97 -1.51 -3.03
C -1.50 2.04 1.83
C 0.56 -1.89 -2.33
C 0.56 2.61 -3.97
C 4.11 -0.72 -2.95
C -2.07 3.45 -2.23
C 1.84 0.78 4.08
C -2.40 1.72 2.99
H -2.54 3.62 -1.26
H 0.88 -3.72 2.44
H 0.79 0.56 5.94
H 0.18 4.70 -0.46
H -2.88 2.64 3.33
H -2.05 2.47 1.00
H -0.17 2.15 -4.63
H 2.54 0.40 6.05
H -4.35 -4.86 -2.10
H -0.69 2.72 2.11
H 0.90 -2.62 3.82
H 2.97 -2.42 -3.62
H 1.58 -0.92 5.37
H -1.84 1.30 3.83
H -1.22 -2.62 1.60
H 0.69 3.66 -4.24
H 2.98 1.73 -0.89
H -2.91 -1.19 -0.38
H -4.70 -2.87 -0.67
H 1.40 4.70 -1.74
H 5.00 1.04 -2.11
H -0.41 -3.79 3.64
H -1.90 4.41 -2.72
H 1.63 3.68 -0.31
H 5.00 -1.01 -3.48
H 1.51 2.08 -4.04
H -2.20 -5.21 -3.26
H -2.72 2.83 -2.84
H -3.18 1.02 2.70
H 1.95 1.86 4.14
H -1.16 -1.49 2.95
H 2.70 0.37 3.55
*
```

Summary:
Energy above the lowest of the compared OMol25 structures with the same formula, charge and spin in eV: 0.594
Electronic energy in Eh: -3268.27723
Frontier orbital gap (spin up / spin down) in Ha: 0.2372 / 0.2789

# C22H32N2O4PPbSi

A structure of composition C22H32N2O4PPbSi (the ωB97M-V functional and the def2-TZVPD basis, the Open Molecules 2025 dataset).

Geometry as ORCA input:
```
! RIJCOSX wB97M-V def2-TZVPD def2/J DEFGRID3
* xyz 1 1
Pb 0.04 -0.33 0.09
P 2.03 -2.90 -1.94
Si 2.26 0.81 2.64
O 1.06 -2.43 -0.88
O 0.47 1.49 -1.12
O -1.98 -1.43 -0.81
O -3.38 -3.85 -0.39
N -1.37 2.58 -0.21
N -1.81 1.29 -0.03
C -3.08 -1.42 -0.20
C -4.92 -0.25 0.89
C 1.36 -0.51 3.60
C -3.69 -0.19 0.31
C 2.47 -1.59 -3.08
C -0.09 5.05 -0.58
C -5.61 -1.48 1.05
C -2.15 -4.11 -1.10
C -0.18 2.56 -0.77
C 3.55 -3.53 -1.25
C -5.06 -2.66 0.62
C 0.48 3.86 -1.01
C -3.06 1.12 0.15
C 0.56 6.26 -0.80
C 1.34 -4.23 -2.92
C 2.37 5.09 -1.88
C 3.94 1.12 3.37
C 1.72 3.89 -1.66
C -3.81 -2.67 -0.01
C 1.24 2.37 2.55
C 2.51 0.21 0.89
C 1.79 6.28 -1.45
H 4.25 -3.80 -2.04
H 3.07 -1.97 -3.91
H 4.00 -2.76 -0.61
H 1.10 -5.07 -2.26
H -2.15 -3.60 -2.06
H 3.33 -4.41 -0.64
H 0.11 7.18 -0.46
H 2.30 7.22 -1.61
H 1.73 3.11 1.90
H 0.24 2.19 2.14
H 1.88 -1.47 3.51
H 1.30 -0.26 4.66
H 1.12 2.82 3.53
H 0.43 -3.89 -3.41
H -6.58 -1.49 1.52
H 4.53 0.21 3.39
H -5.39 0.66 1.23
H 2.72 0.94 0.11
H -1.05 5.03 -0.08
H 3.84 1.49 4.39
H 0.33 -0.65 3.25
H -2.15 -5.19 -1.24
H -3.70 2.00 0.17
H -5.58 -3.61 0.74
H -1.29 -3.80 -0.52
H 2.94 -0.77 0.70
H 2.15 2.96 -2.00
H 2.05 -4.57 -3.68
H 1.56 -1.14 -3.47
H 3.32 5.11 -2.39
H 4.48 1.88 2.79
H 3.04 -0.83 -2.55
*
```

Summary:
Energy above the lowest of the compared OMol25 structures with the same formula, charge and spin in eV: 0.199
Electronic energy in Eh: -2091.48184
Frontier orbital gap (spin up / spin down) in Ha: 0.2117 / 0.2460

# C22H32N3O6

A cluster of 2 separate species, C22H32N3O6 in total in a non-equilibrium geometry (the ωB97M-V functional and the def2-TZVPD basis, the Open Molecules 2025 dataset).

Geometry as ORCA input:
```
! RIJCOSX wB97M-V def2-TZVPD def2/J DEFGRID3
* xyz -1 1
O -3.44 -1.55 0.32
O 1.19 -0.88 0.36
O 1.76 1.60 -2.52
O 0.08 0.52 -3.66
O 2.10 -2.91 0.88
O -2.53 -3.64 0.38
N 0.01 2.06 -0.56
N -0.20 -2.64 0.52
N -1.14 -1.88 0.39
C 1.07 -2.07 0.57
C -0.67 2.59 0.45
C -4.74 -2.18 0.31
C 4.44 -3.34 1.17
C 3.62 -1.77 -0.62
C 3.40 -2.27 0.81
C -1.81 0.80 -1.61
C -2.40 -2.44 0.36
C -0.42 1.29 -1.53
C 3.92 1.61 -3.67
C -0.73 4.26 2.28
C 2.03 4.50 2.07
C 2.40 1.72 -3.77
C -4.86 -3.04 -0.95
C -0.05 5.12 3.10
C -5.80 -1.06 0.30
C -0.03 3.48 1.33
C 0.49 1.08 -2.65
C -4.89 -3.02 1.58
C 3.45 -1.12 1.83
C 1.32 5.24 3.00
C 1.36 3.65 1.24
H 4.43 2.09 -4.52
H -5.68 -0.43 1.18
H 5.45 -2.93 1.15
H 4.28 2.10 -2.76
H -2.12 0.32 -0.69
H -4.75 -2.42 -1.84
H -4.11 -3.77 1.62
H 2.84 -1.07 -0.90
H -5.82 -3.55 -1.01
H -0.59 5.71 3.82
H -2.49 1.63 -1.82
H 1.88 3.07 0.50
H -4.78 -2.38 2.46
H 4.26 -3.73 2.17
H 4.59 -1.28 -0.72
H 3.58 -2.61 -1.31
H -1.93 0.07 -2.41
H -1.80 4.17 2.34
H -6.81 -1.47 0.30
H -5.68 -0.43 -0.58
H -1.73 2.42 0.53
H 2.08 2.70 -4.17
H 4.39 -4.17 0.47
H 3.10 4.59 2.00
H 2.67 -0.39 1.60
H 4.25 0.58 -3.63
H 1.99 0.96 -4.45
H -4.07 -3.78 -0.97
H 3.26 -1.50 2.83
H 1.85 5.92 3.66
H 4.41 -0.62 1.82
H -5.86 -3.51 1.63
*
```

Summary:
Electronic energy in Eh: -1473.17743
Frontier orbital gap in Ha: 0.1192

# C22H32N4O2S

The molecule C22H32N4O2S (the ωB97M-V functional and the def2-TZVPD basis, the Open Molecules 2025 dataset).

Geometry as ORCA input:
```
! RIJCOSX wB97M-V def2-TZVPD def2/J DEFGRID3
* xyz 0 1
S -4.64 1.59 1.04
O 0.39 2.62 -0.70
O 5.93 -5.95 0.10
N 0.75 0.63 0.28
N -4.97 1.84 -1.53
N -2.99 2.69 -0.71
N 2.95 -0.53 1.64
C -2.55 2.80 -2.09
C 2.03 0.48 -0.40
C -1.26 1.89 0.88
C 4.19 -2.19 0.34
C -5.02 2.64 -2.75
C -5.25 1.70 -3.94
C 1.69 -0.35 2.31
C -2.10 1.45 -2.64
C 3.45 -2.71 2.56
C 0.54 -0.38 1.28
C 4.70 -4.35 1.30
C -2.12 3.05 0.38
C -6.20 3.61 -2.65
C -4.17 2.09 -0.47
C 0.02 1.76 0.08
C 5.35 -5.66 1.12
C 4.77 -3.43 0.25
C 3.50 -1.79 1.50
C 5.25 -6.64 2.27
C 4.03 -3.95 2.46
C -3.70 3.43 -2.89
C 3.15 0.50 0.65
H 1.70 0.62 2.81
H 4.26 -1.53 -0.51
H 2.97 -2.44 3.48
H -1.92 1.52 -3.71
H -1.85 0.98 0.82
H 5.75 -7.56 2.00
H -2.84 0.68 -2.45
H -2.76 3.40 1.20
H -6.16 1.11 -3.78
H 4.13 0.39 0.18
H -6.11 4.22 -1.75
H 2.14 1.31 -1.10
H -1.70 3.49 -2.11
H 3.97 -4.62 3.31
H -1.17 1.16 -2.16
H -3.85 4.44 -2.52
H -6.22 4.27 -3.52
H -1.00 2.07 1.93
H -0.41 -0.23 1.79
H -5.37 2.27 -4.85
H 4.20 -6.85 2.50
H 2.03 -0.47 -0.94
H 3.13 1.46 1.17
H 5.29 -3.73 -0.65
H 0.53 -1.36 0.79
H -1.48 3.87 0.05
H -7.14 3.07 -2.60
H 5.72 -6.22 3.16
H 1.52 -1.12 3.05
H -3.43 3.49 -3.95
H -4.42 1.01 -4.07
H -5.85 1.41 -1.27
*
```

Summary:
Energy above the lowest of the compared OMol25 structures with the same formula, charge and spin in eV: 0.547
SMILES: CC(=O)c1ccc(N2CCN(C(=O)CCN3C(=S)NC(C)(C)C[C@@H]3C)CC2)cc1
Electronic energy in Eh: -1625.26576
Frontier orbital gap in Ha: 0.3118

Q: Number 1 is which compound?
A: C22H32Br2Ge2N3O8P2W